The following is a DFT calculation (ωB97M-V/def2-TZVPD) of a cluster of 2 separate species, CH7N2O in total in a non-equilibrium geometry.

Each line ends with the natural charge from an NBO analysis.
Positions of all 11 atoms, in Å:
O -0.34833 -1.66942 -2.04737  -1.332
H -0.85368 -0.89978 -2.34128  0.371
N 1.47646 0.37228 0.70645  -0.848
C 0.03740 0.43769 1.04488  -0.032
N -0.87732 0.46712 -0.04481  -0.921
H 1.54228 0.92996 -0.14956  0.344
H 1.62123 -0.60281 0.31211  0.366
H -0.08338 1.41591 1.54942  0.135
H -0.19074 -0.44034 1.70224  0.143
H -0.58251 0.03677 -0.95132  0.421
H -1.74141 -0.04740 0.21924  0.352

Cartesian forces, eV/Å:
O 0.1 0.4 0.1
H -0.1 -0.3 -0.4
N -0.6 -1.7 -1.3
C 0.7 0.0 0.9
N -1.9 -0.2 -1.4
H 0.3 0.1 0.2
H -0.2 1.4 0.5
H 0.0 -0.6 0.6
H 0.3 0.9 0.0
H 0.3 -0.4 1.3
H 1.0 0.5 -0.5

Computed properties:
* charge: -1
* E_HOMO: -2.62 eV
* relative energy (zero: lowest compared OMol25 entry of this formula, charge and spin): 21.4 kcal per mole
* E_tot: -227.01560 Eh
* LUMO energy: 4.52 eV

***

The following is a DFT calculation (ωB97M-V/def2-TZVPD) of a structure of composition C46H47CsN11O6PSe in a non-equilibrium geometry.

Each line ends with the Löwdin charge.
Positions of all 113 atoms, in Å:
Cs 0.55875 0.25150 -0.33003  1.179
N -4.47276 0.42769 -1.59842  0.144
C -3.41483 0.53250 -0.76062  -0.133
N -3.04938 1.62422 -0.17560  0.144
C -3.72976 2.80583 -0.43922  -0.307
N -3.35722 3.95605 -0.00166  0.047
N -2.27052 4.06973 0.82162  0.022
C -1.12083 3.67357 0.46396  -0.126
C 0.03533 3.77673 1.38276  -0.277
C 0.49450 4.98690 1.88675  -0.019
C 1.60156 4.97241 2.72278  -0.072
C 2.18093 3.75799 3.05998  -0.058
C 1.62991 2.60273 2.52869  -0.138
N 0.60127 2.61091 1.69013  0.040
C -4.96648 2.73247 -1.24631  -0.093
C -5.79221 3.83238 -1.46674  -0.033
C -6.90613 3.72692 -2.27968  -0.105
C -7.20803 2.50697 -2.88498  -0.102
C -6.40953 1.40177 -2.67146  -0.025
C -5.28839 1.50803 -1.84547  -0.203
H -4.62964 -0.45796 -2.05513  0.149
H -2.86151 -0.39591 -0.61809  0.090
H -0.93268 3.20897 -0.51023  0.116
H 0.00287 5.90935 1.60945  0.107
H 2.01235 5.90032 3.10236  0.098
H 3.04482 3.70606 3.71019  0.100
H 2.02099 1.62024 2.78630  0.113
H -5.52310 4.76687 -0.99001  0.103
H -7.53854 4.59023 -2.45445  0.089
H -8.07552 2.42034 -3.53029  0.094
H -6.63680 0.45129 -3.14207  0.114
C -2.94503 1.61765 -4.21524  -0.055
C -1.71116 0.90270 -3.66299  -0.560
O -0.74298 1.64423 -3.31126  -0.135
C -1.76309 -0.48653 -3.60314  -0.073
C -0.63919 -1.35469 -3.35467  -0.401
C 0.77479 -0.83925 -3.44475  -0.124
N -0.72943 -2.65291 -3.20530  0.002
N -1.94155 -3.28048 -3.00671  0.007
C -2.66849 -2.96767 -1.97052  -0.561
O -2.37942 -2.18887 -1.00028  -0.139
C -4.01626 -3.65733 -1.94395  -0.143
C -4.47650 -4.46982 -2.98617  -0.049
C -5.76449 -4.98594 -2.96630  -0.119
C -6.62218 -4.71081 -1.90023  -0.142
C -6.16830 -3.92709 -0.84974  -0.119
C -4.87523 -3.40629 -0.87135  -0.051
H -3.22311 2.44996 -3.55894  0.064
H -3.80195 0.95060 -4.34232  0.054
H -2.68481 2.04714 -5.18824  0.069
H -2.71850 -0.97389 -3.75930  0.077
H 0.93205 -0.24033 -4.34563  0.083
H 1.44893 -1.69874 -3.43269  0.063
H 0.99138 -0.19583 -2.59484  -0.109
H -3.79074 -4.67231 -3.79854  0.093
H -6.11566 -5.60193 -3.78778  0.084
H -7.63139 -5.11053 -1.89115  0.080
H -6.82530 -3.71771 -0.01027  0.086
H -4.49293 -2.79704 -0.05949  0.102
Se 0.45654 -2.42526 8.76560  1.044
N -0.34022 -1.04135 7.97005  -0.236
C -0.11312 -1.16952 6.69685  -0.339
C -0.60719 -0.23115 5.69448  -0.100
C -1.37272 0.89150 6.02118  -0.012
C -1.80080 1.72602 5.01595  -0.035
C -1.44856 1.41725 3.69880  -0.102
N -0.73309 0.35481 3.37787  0.151
C -0.31707 -0.46413 4.34682  -0.144
C 0.46873 -1.65113 3.93583  -0.146
N 0.66936 -1.81068 2.63000  0.140
C 1.35179 -2.85817 2.20739  -0.114
C 1.88947 -3.81493 3.07357  -0.040
C 1.68843 -3.65784 4.42423  -0.007
C 0.95780 -2.55577 4.87962  -0.098
C 0.67139 -2.32497 6.29138  -0.339
N 1.07128 -3.11731 7.24046  -0.235
H -1.61212 1.07458 7.06074  0.109
H -2.40029 2.60184 5.22739  0.105
H -1.75724 2.05494 2.87351  0.101
H 1.47859 -2.95597 1.13259  0.121
H 2.44740 -4.65257 2.67692  0.106
H 2.07702 -4.36172 5.14851  0.110
C 6.96242 -1.20631 0.48788  -0.035
C 5.65585 -0.91122 1.22809  -0.637
C 5.92304 -0.90968 2.72897  -0.042
C 4.61225 -1.97931 0.90204  -0.037
O 5.20959 0.41805 0.92920  -0.166
P 4.26451 0.95944 -0.28194  0.239
O 4.37246 2.43337 -0.25871  -0.293
O 2.91465 0.30052 -0.24270  -0.736
O 5.09137 0.30319 -1.52512  -0.188
C 4.95055 0.64289 -2.91438  -0.631
C 4.77407 -0.67656 -3.65878  -0.025
C 3.75852 1.55607 -3.21029  -0.028
C 6.24645 1.33053 -3.33632  -0.036
H 7.34900 -2.18907 0.77148  0.079
H 7.70448 -0.44215 0.73175  0.085
H 6.78560 -1.18109 -0.58599  0.070
H 6.28973 -1.89234 3.04009  0.080
H 5.00012 -0.68812 3.27256  0.083
H 6.66702 -0.15193 2.98381  0.082
H 5.00509 -2.97321 1.13694  0.087
H 4.34344 -1.93483 -0.15470  0.083
H 3.71079 -1.79700 1.48890  0.064
H 3.84278 -1.14582 -3.33337  0.077
H 5.60244 -1.35484 -3.42727  0.081
H 4.72988 -0.51937 -4.73907  0.085
H 2.82265 1.05245 -2.96033  0.067
H 3.74488 1.80946 -4.27107  0.091
H 3.82624 2.46657 -2.61315  0.076
H 7.10252 0.71492 -3.04358  0.079
H 6.32654 2.29123 -2.82075  0.087
H 6.26680 1.49235 -4.41663  0.078

Cartesian forces, eV/Å:
Cs -3.6 -0.2 0.5
N -0.1 0.0 0.1
C 0.2 0.1 0.1
N 0.1 0.2 0.2
C 0.1 -0.4 0.0
N -0.1 0.3 -0.4
N 0.2 0.0 0.7
C -0.2 -0.1 -0.7
C 0.0 0.1 0.2
C 0.1 0.0 0.1
C -0.1 0.0 0.0
C 0.0 0.1 0.0
C 0.1 -0.1 0.0
N 0.1 0.1 0.0
C 0.0 -0.1 0.0
C 0.0 0.0 0.0
C 0.0 0.1 0.0
C 0.0 0.0 0.0
C -0.1 0.0 0.0
C -0.1 0.1 0.0
H 0.1 -0.1 0.0
H -0.1 -0.1 -0.1
H -0.1 0.0 0.0
H 0.0 0.0 0.0
H 0.0 0.0 0.0
H 0.0 0.0 0.0
H 0.1 0.1 -0.1
H 0.0 0.0 0.0
H 0.0 0.0 0.0
H 0.0 0.0 0.0
H 0.0 0.0 0.0
C 0.0 0.1 0.1
C 0.2 -0.1 0.2
O -0.1 0.0 0.0
C 0.1 0.3 0.2
C -0.7 -1.1 -0.3
C 0.0 -0.1 -0.2
N 0.8 0.4 0.9
N -0.6 0.3 -1.0
C 0.7 0.1 0.3
O -0.3 -0.1 0.0
C -0.1 0.1 0.2
C 0.0 0.0 0.1
C 0.0 0.0 0.1
C 0.0 0.0 -0.1
C 0.1 0.0 0.0
C 0.0 -0.1 -0.1
H 0.0 -0.1 0.0
H 0.0 0.0 0.0
H 0.0 0.0 0.0
H 0.0 -0.1 -0.1
H 0.0 0.0 0.1
H 0.0 0.0 0.0
H 0.2 -0.1 -0.9
H 0.0 0.1 0.0
H 0.0 0.0 0.0
H 0.0 0.0 0.0
H 0.0 0.0 0.0
H 0.0 0.0 -0.1
Se 0.0 -0.1 0.5
N 0.0 -0.1 0.1
C -0.1 0.2 -0.3
C 0.0 0.0 -0.1
C 0.1 -0.1 0.1
C 0.0 0.0 0.0
C 0.0 0.0 0.0
N 0.0 -0.1 0.0
C -0.1 0.2 0.0
C 0.0 0.0 -0.1
N 0.1 0.0 -0.4
C 0.0 -0.1 0.1
C 0.0 0.0 0.0
C 0.0 0.1 0.1
C 0.0 -0.1 -0.1
C 0.0 0.0 -0.3
N 0.0 0.0 0.1
H 0.0 0.0 0.0
H 0.0 0.0 0.0
H 0.0 -0.1 0.1
H 0.0 0.0 0.1
H 0.0 0.0 0.0
H 0.0 0.0 0.0
C -0.1 0.2 -0.1
C 0.0 -0.1 0.0
C -0.1 0.0 0.1
C -0.1 0.3 -0.1
O 0.0 -0.2 0.1
P 0.5 -0.1 -0.1
O -0.1 0.1 0.0
O 2.8 0.0 0.3
O 0.0 0.0 0.0
C -0.1 0.1 -0.3
C 0.0 -0.1 0.2
C 0.0 -0.1 0.4
C 0.0 0.0 0.3
H 0.0 0.0 0.0
H 0.0 0.0 0.0
H 0.0 0.0 0.0
H 0.0 0.1 0.0
H 0.1 0.0 0.0
H 0.0 0.0 0.0
H 0.0 0.1 0.0
H 0.0 -0.1 0.1
H 0.0 0.0 -0.1
H 0.1 0.0 -0.1
H 0.0 0.1 0.0
H 0.0 0.0 0.0
H 0.0 0.1 -0.1
H 0.0 0.0 0.0
H 0.0 0.0 -0.1
H 0.0 0.0 -0.1
H 0.0 0.0 -0.1
H 0.0 0.0 0.0

Computed properties:
* charge: -2
* E_HOMO: -0.74 eV
* E_tot: -5597.98293 Eh
* LUMO energy: 2.53 eV

***

The following is a DFT calculation (ωB97M-V/def2-TZVPD) of a cluster of 2 separate species, C5H14OP in total in a non-equilibrium geometry.

Each line ends with the natural charge from an NBO analysis.
Positions of all 21 atoms, in Å:
C 0.00170 2.11538 -0.04202  -0.622
C 2.70784 -0.88983 -0.40504  -0.712
C -3.26631 -0.75942 0.58312  -0.851
C 0.11284 1.08645 -1.13031  -0.695
C 2.20990 -0.50711 1.05169  -0.662
O 0.19037 -1.64726 -0.51114  -0.950
P 0.98689 -0.32242 -0.33384  1.706
H 0.29696 3.07343 -0.36281  0.246
H -1.05724 2.22421 0.23567  0.242
H 0.55736 1.80446 0.77450  0.208
H 3.70457 -0.45167 -0.81026  0.305
H 2.46573 -1.94783 -0.68874  0.274
H -2.21839 -0.90841 0.91848  0.159
H -3.63398 -1.72793 0.30869  0.236
H -3.21406 -0.39816 -0.45911  0.209
H -3.92891 -0.17902 1.21526  0.252
H 0.69576 1.44076 -2.00523  0.289
H -0.86206 0.70927 -1.38238  0.272
H 2.84317 0.27465 1.48227  0.280
H 2.14780 -1.35205 1.73438  0.273
H -0.73995 -1.63749 -0.17316  0.542

Cartesian forces, eV/Å:
C -2.2 0.7 -0.6
C -0.1 -0.1 -0.7
C 1.1 -0.3 -1.8
C 1.3 -0.4 0.2
C 0.4 -0.3 -1.2
O -1.7 -0.9 0.3
P 2.7 0.4 0.0
H 0.6 1.1 -0.3
H 0.4 -0.1 0.2
H 0.9 0.1 1.9
H -2.3 -0.6 0.6
H 1.1 0.7 0.4
H -0.7 0.4 0.5
H -0.6 -0.8 0.8
H 0.0 0.9 0.5
H 0.3 -0.1 0.1
H -0.4 -0.5 0.4
H -0.2 -0.3 -0.6
H -0.8 0.3 -0.3
H -0.6 0.1 -0.1
H 0.8 -0.1 -0.3

Computed properties:
* charge: +1
* E_HOMO: -15.12 eV
* relative energy (zero: lowest compared OMol25 entry of this formula, charge and spin): 50.5 kcal per mole
* E_tot: -615.18039 Eh
* LUMO energy: -3.49 eV